Below is a molecular structure, C24H19IrN10O7S2, with properties calculated with wB97M-V/def2-TZVPD.

The expectation value of S² is 6.0577. Its HOMO-LUMO gap (spin up / spin down) is 6.865 / 6.161 eV. Its total energy is -78911.9447 eV.

Geometry as ORCA input:
```
! wB97M-V def2-TZVPD RIJCOSX def2/J DEFGRID3
* xyz 2 5
Ir -0.34502 0.13618 0.05881
C 2.97913 -2.41156 1.05573
C 1.75907 -1.77542 0.47531
N 1.07467 -0.82720 1.08904
N 1.55486 -0.24846 2.25031
C 1.63627 1.10483 2.23686
N 1.97510 1.72458 3.34438
S 1.37998 1.96276 0.77402
C 1.25438 -2.09310 -0.82746
C 1.67791 -3.27299 -1.52147
C 1.33322 -3.84464 -2.70920
C 0.31167 -3.39462 -3.71908
C 0.17826 -1.89667 -3.67497
N 0.35218 -1.13306 -1.29721
H 3.30517 -1.89587 1.95336
H 3.79434 -2.38493 0.33297
H 2.79067 -3.45763 1.31096
H 1.49785 -0.77898 3.10544
H 2.05665 1.25577 4.23384
H 1.92188 2.73058 3.36116
H 2.41132 -3.83918 -0.95959
H 1.81226 -4.78984 -2.94038
H 0.49179 -3.79426 -4.71402
H 1.14930 -1.40437 -3.69378
N -2.93766 1.26333 -3.06220
C -3.21324 2.35648 -2.25420
C -4.07573 3.43927 -2.40758
C -4.04736 4.38577 -1.40942
C -3.17554 4.27675 -0.30507
C -2.33133 3.20110 -0.15531
C -2.38308 2.21510 -1.14341
N -1.66688 1.02791 -1.28162
C -2.00994 0.51023 -2.45377
C -1.29785 -0.58748 -3.08896
C -0.89236 -1.00949 -4.28533
S -1.35214 -3.97952 -3.15213
C -1.34594 -2.75926 -1.98606
N -0.49708 -1.58997 -2.33514
H -3.36990 1.06060 -3.95097
H -4.72479 3.53642 -3.26894
H -4.69327 5.25152 -1.48562
H -3.16198 5.06681 0.43575
H -1.62264 3.13540 0.66251
H -1.15233 -0.78095 -5.30918
H -2.07873 -2.63183 -1.20214
O -7.47987 1.20883 2.18392
N -6.66294 1.86744 2.79568
O -6.90382 2.76874 3.56968
C -5.23932 1.55883 2.55049
C -4.91407 0.54572 1.69927
C -3.57330 0.27180 1.46522
C -2.50560 1.01355 2.04591
O -1.24918 0.85357 1.76322
C -2.93509 2.03756 2.93940
C -4.26014 2.30876 3.17611
N -1.96473 2.92737 3.61483
O -2.36793 4.02062 3.95534
O -0.80802 2.55821 3.71719
N -3.28783 -0.78710 0.54147
O -2.17315 -1.34303 0.61230
O -4.10760 -1.11403 -0.28542
H -5.68642 -0.04685 1.23005
H -4.53535 3.10856 3.84753
*
```

---

Below is 7 unconnected molecules or ions with the total composition C48H60ClF5N9O3S in a non-equilibrium geometry, with properties calculated with wB97M-V/def2-TZVPD.

Its HOMO-LUMO gap is 5.856 eV. Its total energy is -107235.4446 eV.

Geometry as ORCA input:
```
! wB97M-V def2-TZVPD RIJCOSX def2/J DEFGRID3
* xyz 1 1
C 5.22993 -1.32144 -1.80233
C 4.12556 -0.44531 -1.13701
C 2.76902 -1.00856 -1.58924
N 1.56888 -0.39182 -1.01517
C 1.37949 -0.50800 0.43827
C 1.85667 -1.83937 1.04339
C 1.04935 -3.07610 0.63747
C 0.69661 -3.96786 1.64119
C -0.04318 -5.09672 1.40099
C -0.49023 -5.40148 0.12321
C -0.13295 -4.54171 -0.88839
C 0.62343 -3.41318 -0.64197
C 2.01261 0.79338 1.07379
S 2.89814 0.66600 2.68364
O 3.08513 2.03254 3.09914
O 2.12886 0.03860 3.71703
C 4.64272 0.02757 2.60460
F 5.06267 0.18033 3.86360
F 4.76010 -1.28496 2.34286
C 5.65591 0.87122 1.70268
F 5.08412 1.83273 0.97342
F 6.37474 0.05116 0.93380
F 6.53860 1.47517 2.50695
O 1.08086 1.82127 1.34757
C 0.26877 2.05752 0.20228
C -0.73326 0.86824 0.12645
C -1.26019 0.85899 -1.32771
N -2.04172 -0.32612 -1.70022
C -1.67111 -0.87036 -3.03064
C -1.94275 1.29095 1.01759
C -3.19028 0.69351 0.88286
C -4.27011 1.08533 1.63481
C -4.16442 2.09462 2.57013
C -2.91965 2.67064 2.74277
C -1.84194 2.27651 1.98551
N -0.12625 -0.42455 0.60770
Cl -0.57636 -0.74726 2.27393
H 5.43120 -0.91083 -2.79951
H 6.14740 -1.35306 -1.21094
H 4.88408 -2.35156 -1.95985
H 4.20965 -0.60420 -0.05562
H 4.31159 0.58251 -1.46123
H 2.83420 -2.10429 -1.48530
H 2.71777 -0.84961 -2.67800
H 0.78112 -0.83546 -1.48110
H 1.84435 -1.83871 2.13981
H 2.90675 -2.06203 0.80547
H 1.00548 -3.78910 2.67274
H -0.29588 -5.78865 2.20216
H -1.09365 -6.28128 -0.07821
H -0.47153 -4.76425 -1.89906
H 0.87824 -2.79959 -1.50203
H 2.67747 1.24768 0.32175
H -0.24412 3.01631 0.19323
H 0.89009 2.01083 -0.70851
H -1.87836 1.75866 -1.45322
H -0.44527 0.97329 -2.05939
H -3.01594 -0.05793 -1.78163
H -2.34898 -1.70900 -3.22192
H -0.64152 -1.23664 -2.96798
H -1.82685 -0.11902 -3.81689
H -3.37646 -0.11573 0.18390
H -5.24058 0.61526 1.48494
H -4.97371 2.45242 3.20058
H -2.80157 3.45774 3.48527
H -0.90578 2.78568 2.20346
H -0.60796 -1.18472 0.08899
N 4.90947 4.80797 2.07969
C 4.15900 5.95030 2.15025
C 4.88584 6.97017 1.59619
C 6.12422 6.42281 1.16927
C 6.10760 5.08913 1.47849
H 4.62961 3.90098 2.41087
H 3.17567 5.93822 2.58956
H 4.56584 7.99508 1.50660
H 6.93368 6.94828 0.69014
H 6.84334 4.31738 1.32433
N -3.76999 -2.83015 -5.68752
C -3.73243 -1.51226 -6.06391
C -3.46729 -1.46495 -7.40569
C -3.34433 -2.80517 -7.86011
C -3.53858 -3.62235 -6.77858
H -3.94183 -3.16422 -4.75749
H -3.89735 -0.72599 -5.34657
H -3.37378 -0.56995 -7.99800
H -3.13889 -3.12959 -8.86744
H -3.53269 -4.69605 -6.68939
N -5.72988 4.47205 5.21288
C -6.27365 3.36311 5.81442
C -5.81116 3.31136 7.10118
C -4.95933 4.43285 7.28885
C -4.93149 5.12969 6.10980
H -5.89299 4.75717 4.26326
H -6.93866 2.71050 5.27285
H -6.05637 2.55545 7.82853
H -4.42872 4.69781 8.18809
H -4.41434 6.03260 5.83199
N 10.33335 -0.55902 1.79995
C 11.40434 -1.02289 2.51462
C 11.08216 -0.96237 3.84366
C 9.76213 -0.44595 3.93622
C 9.32616 -0.20932 2.65980
H 10.29333 -0.48655 0.80032
H 12.30023 -1.35328 2.01690
H 11.72082 -1.25615 4.65990
H 9.19804 -0.26923 4.83739
H 8.39638 0.17452 2.29199
N -9.08654 3.95873 4.09058
C -10.27593 4.59379 3.86263
C -10.85483 4.02353 2.76008
C -9.98274 2.99904 2.30633
C -8.90273 2.98156 3.14841
H -8.44627 4.17491 4.83482
H -10.60604 5.39481 4.50202
H -11.79944 4.30778 2.32724
H -10.13246 2.34929 1.45981
H -8.02183 2.36034 3.15820
N -2.09598 -6.25571 -8.96646
C -2.77168 -7.28238 -8.36227
C -2.63257 -8.39666 -9.14514
C -1.83758 -8.03062 -10.26387
C -1.52068 -6.70619 -10.12376
H -2.03192 -5.31723 -8.61491
H -3.29239 -7.13140 -7.43147
H -3.05278 -9.36718 -8.93946
H -1.53346 -8.66774 -11.07760
H -0.93868 -6.04697 -10.74536
*
```

---

Below is a molecular structure, C23H39Cl3N3O3SSiTi in a non-equilibrium geometry, with properties calculated with wB97M-V/def2-TZVPD.

The expectation value of S² is 2.0099. Its HOMO-LUMO gap (spin up / spin down) is 4.033 / 5.889 eV. Its total energy is -114495.6797 eV.

Geometry as ORCA input:
```
! wB97M-V def2-TZVPD RIJCOSX def2/J DEFGRID3
* xyz -1 3
C -0.60653 7.35744 2.46603
C -0.81578 8.17159 1.23305
H 0.41286 7.42202 2.85397
H -0.83105 6.31127 2.24921
H -1.29074 7.68195 3.26901
C -0.40769 9.45657 1.16449
C 0.37898 10.10613 2.25434
H -0.75949 10.12952 0.38814
H 1.27722 9.52590 2.51700
H -0.22511 10.24619 3.15898
H 0.71772 11.10320 1.93304
Ti -1.09845 2.59660 0.32384
Cl -1.32414 1.57027 2.26372
Cl -2.85503 4.00061 0.42024
C -2.53174 2.02812 -2.10525
O -1.41779 1.94471 -1.47989
N -2.60968 2.00058 -3.42778
C -1.41175 1.82950 -4.24326
C -3.89068 2.21944 -4.11153
H -3.46687 2.19305 -1.57705
H -0.79194 1.01762 -3.83794
H -0.81539 2.75227 -4.30328
H -1.74315 1.59974 -5.26339
H -4.69750 1.65310 -3.61449
H -3.79543 1.89334 -5.16164
H -4.14566 3.29652 -4.11158
H 3.92460 0.64988 2.13404
H 2.95384 4.06973 1.00943
C 4.12769 0.96597 1.10071
C 3.51922 3.34197 0.41985
N 3.11355 1.93802 0.62575
H 4.18717 0.03831 0.50960
C 1.84211 1.55693 0.55347
O 0.89221 2.37475 0.27906
H 3.41363 3.66969 -0.61676
H 1.58570 0.50428 0.72204
H 5.10247 1.46050 1.06806
H 4.55786 3.37229 0.70600
O -1.04064 6.24010 -0.15880
C -1.64332 7.48002 0.17295
C -1.10507 9.17987 -1.70727
C -2.05427 8.38322 -1.04515
H -0.11425 9.24997 -1.29406
C -1.47728 9.94916 -2.82625
H -2.58038 7.20130 0.68461
C -3.41133 8.46871 -1.44061
H -0.70643 10.52089 -3.35430
C -2.81860 10.04087 -3.21278
C -3.77581 9.27949 -2.52357
H -4.16935 7.93753 -0.86966
H -3.11463 10.64585 -4.07342
H -4.84088 9.35960 -2.80176
Si 0.28462 5.90801 -1.33860
Cl 1.78680 6.40729 0.04392
C 1.12578 7.13874 -2.44768
C -1.27619 5.64239 -2.60365
C 0.84419 4.24218 -2.09802
H 0.46326 7.68080 -3.11370
H 1.81632 6.53449 -3.04054
H 1.72894 7.83571 -1.85618
H 1.45267 3.61392 -1.44798
H 1.44092 4.58334 -2.93278
H 0.07843 3.58993 -2.55301
H -1.59163 6.60068 -2.99732
H -2.18495 5.22465 -2.18099
H -1.08828 5.05125 -3.50388
S 1.74344 -1.80065 -1.92123
C 0.95263 -2.68988 -0.62989
C -0.03834 -1.90278 -0.06076
N -0.21554 -0.65728 -0.62535
C 0.65308 -0.45097 -1.61067
H 1.22762 -3.70098 -0.32451
H -0.68345 -2.23403 0.76011
H 0.71316 0.45840 -2.21180
*
```

---

Below is 10 unconnected molecules or ions with the total composition C7H30O10 in a non-equilibrium geometry, with properties calculated with wB97M-V/def2-TZVPD.

Its HOMO-LUMO gap is 9.968 eV. As for the SMILES: C=CCCCCC=O.O.O.O.O.O.O.O.O.O. Its total energy is -28219.5046 eV.

Geometry as ORCA input:
```
! wB97M-V def2-TZVPD RIJCOSX def2/J DEFGRID3
* xyz 0 1
C 3.15984 -2.02452 0.59412
C 2.37920 -2.30935 1.61763
C 0.93559 -2.65597 1.63829
C 0.15037 -2.41177 0.29131
C 0.23034 -0.96882 -0.31007
C -0.82339 -0.00899 0.23436
C -2.16765 -0.62850 0.16336
O -2.95171 -0.59140 1.10687
H 4.17320 -1.85486 0.31953
H 2.64805 -2.10475 -0.37522
H 2.79734 -2.19790 2.64735
H 0.98406 -3.74806 1.91952
H 0.36075 -2.17847 2.42061
H 0.27977 -3.16933 -0.50148
H -0.88456 -2.49582 0.62979
H 0.08374 -1.22624 -1.37829
H 1.22701 -0.51883 -0.22100
H -0.53922 0.21420 1.28637
H -0.77363 0.93453 -0.27427
H -2.60644 -0.92963 -0.77074
O -2.01242 -1.12149 3.41601
H -2.51702 -1.07536 2.53701
H -2.03855 -2.02936 3.74190
O 1.23203 1.72546 -3.26123
H 1.28714 1.75828 -2.27383
H 1.88199 2.42616 -3.40390
O -0.84203 0.75801 -4.67362
H -0.07470 0.91242 -4.07643
H -0.51239 -0.00243 -5.16645
O -2.51756 -0.99573 -3.12821
H -3.32217 -0.78171 -3.62529
H -2.14664 -0.09668 -3.20336
O -1.99844 3.25941 0.77111
H -1.33324 2.93359 0.15664
H -1.92473 2.87025 1.64145
O 1.95078 2.43584 -0.79465
H 1.60677 2.07176 0.04424
H 2.56642 3.14937 -0.62361
O 0.52314 -0.21214 3.69698
H -0.43316 -0.37237 3.87619
H 0.48984 0.73284 3.89883
O 1.81943 1.39157 1.73510
H 1.86355 0.42239 1.81578
H 1.43136 1.61464 2.58988
O -1.29927 2.88050 -1.93778
H -0.56638 2.58584 -2.49157
H -1.77638 3.63345 -2.29926
*
```